Here is C6H15NO10P2Sn as an isolated structure at a distorted geometry from OMol25. Energies are from the ωB97M-V functional and the def2-TZVPD basis.

Output
Orbital gap ... 1.3 eV
HOMO energy ... 5.71 eV
Total charge ... -4
Energy above the lowest of the compared OMol25 structures with the same formula, charge and spin ... 172.4 kcal per mole

Atoms and positions in Å:
Sn1 -13.35077 -25.34169 -7.68662
P1 -10.10172 -25.61289 -11.66265
O1 -9.82748 -25.50664 -10.15645
O2 -9.75789 -27.05948 -12.15765
O3 -9.21135 -24.49521 -12.34889
O4 -11.60915 -25.24430 -11.77911
P2 -12.96943 -30.36999 -8.18917
O5 -13.66089 -31.43772 -7.33050
O6 -14.03975 -29.39341 -8.86828
O7 -12.13313 -30.96010 -9.37247
O8 -11.99724 -29.39923 -7.45646
C1 -11.36310 -24.31627 -4.23603
O9 -12.61779 -23.66284 -4.48612
C2 -13.50164 -23.16781 -3.42376
C3 -14.75909 -22.56925 -3.91568
N1 -15.65846 -23.51422 -4.61886
C4 -16.81452 -22.74912 -5.19116
C5 -16.55094 -21.76838 -6.28546
O10 -15.73201 -22.22252 -7.37358
C6 -15.69634 -21.35498 -8.49957
H1 -11.41216 -25.17373 -3.56486
H2 -10.68970 -23.51475 -3.93238
H3 -10.99380 -24.60533 -5.21998
H4 -13.01123 -22.27319 -3.04003
H5 -13.67443 -23.84682 -2.58877
H6 -14.53273 -21.64368 -4.44500
H7 -15.29594 -22.19681 -3.04322
H8 -16.14404 -24.20468 -4.06426
H9 -17.46631 -22.36182 -4.40804
H10 -17.41636 -23.49416 -5.71153
H11 -16.21156 -20.90304 -5.71615
H12 -17.48955 -21.44152 -6.73297
H13 -14.88967 -20.62683 -8.58426
H14 -16.65261 -20.83895 -8.58534
H15 -15.60911 -21.94293 -9.41324

Force components x, y, z for each atom (eV/Å):
0.160 -0.353 -0.282
0.030 0.625 -0.736
0.881 -0.272 0.853
-0.405 1.574 0.295
-0.732 -1.089 0.273
0.418 -0.332 -0.935
-0.710 0.488 -1.059
0.469 0.375 -0.062
0.934 -0.799 0.697
-0.507 0.042 0.639
-0.478 -0.387 0.183
-0.718 1.436 -0.343
-1.801 -0.219 0.504
2.746 0.047 -0.596
-1.545 -1.223 -0.031
-0.596 2.310 -1.585
0.094 -2.982 -1.018
0.523 1.261 -0.308
0.175 0.453 0.883
-0.721 -0.520 -0.229
-0.060 0.081 0.117
0.478 -0.166 0.770
-0.366 -0.418 -0.034
0.503 0.035 0.771
0.163 -0.511 -0.166
-0.193 -0.498 -0.836
0.064 0.239 0.624
0.774 -0.082 0.696
0.037 0.791 0.049
-0.158 -0.571 0.294
0.902 0.767 -0.703
-0.492 -0.069 0.196
0.246 0.091 0.815
-0.193 0.342 0.039
0.079 -0.469 0.226


Here is one molecule with the formula C4H4N4O4 at a distorted geometry from OMol25. Energies are from the ωB97M-V functional and the def2-TZVPD basis.

Output
Orbital gap ... 9.7 eV
SMILES string ... N#CC/N=C(/OC(N)=O)[N+](=O)[O-]
HOMO energy ... -10.49 eV
Total charge ... 0
Energy above the lowest of the compared OMol25 structures with the same formula, charge and spin ... 125.1 kcal per mole

Atoms and positions in Å:
C1 -3.47149 1.15896 -0.59174
C2 -2.44090 1.24160 0.40560
C3 1.46768 -0.57477 -0.15126
C4 -0.90246 -0.60640 0.06649
N1 -4.16277 1.18166 -1.51239
N2 -1.19801 0.58901 0.06008
N3 2.43348 -1.31600 -0.76708
N4 -1.90591 -1.74172 0.47329
O1 1.52096 0.49563 0.29851
O2 -1.41331 -2.86141 0.49073
O3 -3.01946 -1.46542 0.91237
O4 0.22060 -1.24292 -0.14157
H1 -2.73727 0.87992 1.31333
H2 -2.34633 2.23712 0.66365
H3 3.28697 -0.84847 -1.11571
H4 2.54404 -2.25453 -0.42874

Force components x, y, z for each atom (eV/Å):
-0.602 -0.132 -1.468
0.607 -1.359 -0.896
-0.551 -0.777 -0.698
-1.797 0.246 0.766
0.139 -0.113 0.616
0.747 0.496 -0.600
0.379 -0.005 -0.384
0.044 -1.577 1.293
0.867 2.517 0.761
-0.926 0.910 -0.239
1.230 0.312 -0.984
1.246 -0.816 -0.788
-1.372 -1.533 2.288
1.082 2.430 -0.223
-1.020 -0.281 0.905
-0.071 -0.318 -0.349


Here is one molecule with the formula C3H4N4O at a distorted geometry from OMol25. Energies are from the ωB97M-V functional and the def2-TZVPD basis.

Output
Orbital gap ... 7.3 eV
SMILES string ... N/N=C1\N=CC(=O)N1
HOMO energy ... -8.40 eV
Total charge ... 0
Energy above the lowest of the compared OMol25 structures with the same formula, charge and spin ... 67.4 kcal per mole

Atoms and positions in Å:
C1 -0.27138 -0.08411 -0.53983
C2 0.31439 0.57570 1.50068
C3 1.29149 -0.19827 0.95517
H1 -1.27932 -1.44410 -2.93974
H2 0.40135 -1.29563 -2.64347
H3 -1.73384 0.74130 0.78924
H4 2.32803 -0.42749 1.45048
N1 -0.53917 -0.74754 -2.73366
N2 -1.00017 -0.25208 -1.59801
N3 -0.71174 0.42627 0.52375
N4 1.01074 -0.69016 -0.21824
O1 0.11989 1.18882 2.50381

Force components x, y, z for each atom (eV/Å):
1.207 -4.492 -5.460
-5.421 1.784 0.000
6.437 -3.805 -1.753
0.806 0.553 -0.856
-1.821 1.219 -0.020
3.045 -0.709 -1.239
-2.268 0.376 -0.889
1.630 -3.327 -1.121
0.370 1.633 2.963
-4.925 4.651 6.963
0.207 1.557 -0.173
0.733 0.561 1.584